{"formula": "C11H17NSSi", "method": "the ωB97M-V functional and the def2-TZVPD basis", "symbols": ["C", "C", "C", "C", "C", "C", "C", "C", "C", "C", "C", "N", "Si", "S", "H", "H", "H", "H", "H", "H", "H", "H", "H", "H", "H", "H", "H", "H", "H", "H", "H"], "coordinates": [[-3.03351, 2.20280, 1.56466], [-3.25504, 2.21682, 0.19337], [-1.73735, 1.99203, 2.07504], [-2.24137, 1.86377, -0.66105], [-0.68702, 1.61966, 1.23762], [-0.98056, 1.56619, -0.10121], [0.07430, 1.17580, -1.07710], [1.21512, 1.04661, -3.05653], [2.95334, -2.01408, 1.22932], [0.94370, -2.70582, -1.25672], [-0.12415, -1.74210, 1.52469], [0.08036, 1.36375, -2.30342], [1.30478, -1.55498, 0.36219], [1.85785, 0.37968, -0.32285], [-3.85931, 2.34940, 2.24442], [-4.32266, 2.27590, -0.12968], [-1.57141, 1.92585, 3.10948], [-2.36948, 2.01050, -1.75731], [0.28247, 1.33439, 1.47764], [2.00476, 1.37870, -2.34800], [1.25152, 1.70612, -3.97984], [1.09831, -0.10625, -3.22013], [3.81824, -1.71741, 0.60930], [3.07041, -1.34693, 2.09630], [2.97534, -3.04048, 1.48925], [-0.05993, -3.06990, -1.24355], [1.21977, -2.05967, -2.09354], [1.48409, -3.61369, -1.21331], [-1.13731, -1.85663, 1.07964], [0.08009, -2.63981, 2.17784], [-0.33535, -0.94021, 2.29345]], "forces_ev_per_angstrom": [[1.2, 0.1, 0.5], [-1.7, -0.8, 0.4], [-0.6, -0.6, -0.9], [0.6, 1.0, -0.6], [-2.5, 0.7, -0.8], [0.2, -0.4, -2.1], [1.6, -0.5, 0.5], [0.7, -0.3, -1.0], [-0.4, 1.9, -0.7], [0.4, 1.9, 2.0], [-1.3, 0.1, 2.0], [-2.1, 0.6, 1.3], [0.6, -1.3, -1.3], [-1.9, 1.0, 0.1], [0.0, 0.1, 0.1], [1.1, 0.4, -0.1], [0.0, 0.3, 1.3], [0.2, -0.7, 1.0], [1.4, -0.2, 1.1], [0.5, -0.9, -1.4], [-0.1, -1.3, 0.8], [1.1, 2.1, -0.3], [-0.4, -0.5, -0.1], [-0.3, -0.5, 0.1], [0.3, -1.0, 0.4], [-1.0, 0.4, -0.3], [-0.2, -0.5, -0.1], [1.2, -0.8, -0.1], [0.8, -0.2, -0.1], [-0.2, 0.6, -0.8], [0.7, -0.5, -0.9]], "smiles": "C/N=C(\\S[Si](C)(C)C)c1ccccc1", "charge": 0, "de_lowest_kcal_mol": 0.0, "spin_multiplicity": 1, "homo_lumo_gap_ha": 0.341, "largest_force_ev_per_a": 2.8}

{"formula": "C11H17O2P", "method": "the ωB97M-V functional and the def2-TZVPD basis", "symbols": ["C", "C", "C", "C", "C", "C", "C", "C", "C", "C", "C", "O", "O", "P", "H", "H", "H", "H", "H", "H", "H", "H", "H", "H", "H", "H", "H", "H", "H", "H", "H"], "coordinates": [[3.97670, 0.88480, -0.17527], [2.89360, 1.78817, -0.12048], [3.66945, -0.44296, 0.04186], [1.60546, 1.47244, 0.18789], [2.32435, -0.81257, 0.34440], [1.29474, 0.10334, 0.55109], [-2.71117, 0.75723, -1.02644], [-0.52805, -2.22546, -0.72231], [-1.33458, 1.24848, -0.90114], [-0.71970, -1.70797, 0.66210], [-0.04929, -0.33908, 0.84902], [-1.15510, 2.47471, -0.43580], [-2.04902, -1.68440, 1.05679], [-1.09821, 0.70951, 2.03116], [4.86524, 1.07041, -0.68940], [3.12210, 2.91886, -0.24568], [4.41253, -1.17758, 0.03898], [0.79917, 2.22197, 0.20317], [2.10512, -1.83684, 0.38252], [-3.23125, 0.68522, 0.07199], [-3.31180, 1.34122, -1.69099], [-2.72247, -0.15566, -1.42462], [-0.84609, -3.19355, -0.70035], [0.47045, -2.21866, -1.21929], [-1.09705, -1.70417, -1.45394], [-0.59143, 1.08622, -1.80771], [-0.17476, -2.40797, 1.36345], [-1.63192, 2.75463, 0.33957], [-2.63732, -1.10367, 0.45982], [-0.40679, 1.88043, 2.05967], [-0.54047, 0.16444, 3.28546]], "forces_ev_per_angstrom": [[-2.4, -1.1, -0.2], [1.4, 3.1, -0.2], [-2.4, 0.9, 0.6], [-0.7, -1.2, 1.4], [1.4, 1.0, 0.1], [0.6, 0.3, -1.8], [-1.1, 2.2, 4.1], [1.5, 1.1, -1.2], [1.9, -1.5, -1.9], [2.8, 0.9, 0.5], [-2.3, 2.2, 0.7], [0.9, 1.8, -0.3], [-2.0, 0.6, -0.8], [0.1, -2.2, 0.5], [1.6, 0.9, 0.0], [-0.4, -2.0, -0.2], [1.0, -1.1, -0.4], [0.9, -0.4, 0.0], [-0.2, -1.4, 0.4], [1.0, 0.5, -2.5], [-0.6, 0.9, -0.2], [0.0, -3.9, -1.5], [-0.9, -2.9, -0.3], [-0.3, 0.1, 1.1], [-1.0, 0.7, -0.4], [-1.6, 0.1, 2.0], [-0.7, 0.4, -0.4], [-0.8, -0.4, 0.5], [1.8, -1.3, 1.2], [1.1, 0.9, 0.1], [-0.4, 0.6, -0.8]], "charge": 0, "de_lowest_kcal_mol": 178.7, "spin_multiplicity": 1, "homo_lumo_gap_ha": [0.288, 0.267], "largest_force_ev_per_a": 4.8}

{"formula": "C11H18", "method": "the ωB97M-V functional and the def2-TZVPD basis", "symbols": ["C", "C", "C", "C", "H", "H", "H", "H", "H", "H", "H", "H", "H", "H", "C", "C", "C", "C", "C", "C", "C", "H", "H", "H", "H", "H", "H", "H", "H"], "coordinates": [[-0.82052, -0.89781, 1.52980], [-0.25000, -2.01515, 0.63948], [-2.14202, -0.36883, 0.98032], [-1.01814, -1.43217, 2.97690], [-0.07288, -0.11480, 1.60298], [-1.06015, -2.57363, 0.16638], [-2.89675, -1.15793, 0.95837], [-2.53830, 0.45374, 1.57752], [-1.92618, 0.00520, -0.01874], [-1.85144, -0.90525, 3.44248], [-1.12770, -2.51970, 2.96727], [-0.15899, -1.26231, 3.62874], [0.40227, -2.64618, 1.23613], [0.33952, -1.57625, -0.16537], [2.02873, -0.72353, -2.09812], [-0.50710, 2.10846, -1.75917], [0.00959, 2.84012, -0.70311], [0.12180, 0.95610, -2.21860], [1.37266, 0.58239, -1.73218], [1.26651, 2.46921, -0.23861], [1.96204, 1.39626, -0.76585], [-1.47063, 2.27733, -2.22947], [-0.50585, 3.64374, -0.20483], [-0.32814, 0.42662, -3.04200], [1.69473, 3.01871, 0.58960], [1.89126, -0.99557, -3.15306], [1.53904, -1.52034, -1.56042], [2.94229, 1.14722, -0.37234], [3.10433, -0.61563, -2.03408]], "forces_ev_per_angstrom": [[-0.1, -0.8, 1.0], [-0.1, 0.8, -0.1], [0.6, 0.2, -0.1], [0.3, 0.2, -0.3], [0.0, 0.4, -0.3], [0.1, -0.3, 0.2], [0.1, 0.0, -0.1], [0.1, 0.0, 0.0], [-0.4, 0.0, -0.2], [-0.2, -0.4, 0.1], [-0.6, 0.1, 0.1], [0.2, 0.2, -0.2], [0.0, -0.3, -0.1], [-0.1, -0.1, 0.1], [-0.3, 0.7, -1.5], [-0.7, -0.7, -0.2], [0.5, -0.4, -0.1], [0.7, 0.6, -0.1], [-0.1, -0.1, 0.2], [0.0, 0.4, 0.3], [-0.2, -0.2, 0.0], [0.0, 0.5, 0.3], [-0.2, 0.2, -0.2], [-0.1, -0.3, 0.0], [0.1, 0.1, 0.0], [-0.3, 0.3, 0.0], [0.6, -0.4, 0.4], [-0.1, 0.0, 0.0], [0.2, -0.5, 0.7]], "smiles": "Cc1ccccc1.CC(C)C", "charge": 0, "de_lowest_kcal_mol": 11.5, "spin_multiplicity": 1, "homo_lumo_gap_ha": 0.373, "largest_force_ev_per_a": 1.7}

{"formula": "C11H18", "method": "the ωB97M-V functional and the def2-TZVPD basis", "symbols": ["C", "C", "C", "C", "H", "H", "H", "H", "H", "H", "H", "H", "H", "H", "C", "C", "C", "C", "C", "C", "C", "H", "H", "H", "H", "H", "H", "H", "H"], "coordinates": [[1.48960, -1.42935, 0.68878], [2.86579, -0.80502, 1.09705], [1.42479, -1.05376, -0.81177], [1.61149, -2.92063, 0.92879], [0.68717, -0.95558, 1.22836], [3.65923, -1.29807, 0.52404], [2.19412, -1.53236, -1.43599], [0.54490, -1.57040, -1.29203], [1.46644, 0.00321, -0.94393], [2.28081, -3.42330, 0.26516], [1.88311, -3.12839, 1.97576], [3.03874, -1.09608, 2.13215], [2.82359, 0.28472, 1.00005], [0.62537, -3.37460, 0.94711], [0.01785, 2.71823, -0.66935], [-1.34646, 1.03639, 0.67610], [-1.17924, 1.92101, -0.38010], [-2.50710, 0.30747, 0.84531], [-2.19014, 1.89724, -1.40638], [-3.48853, 0.35205, -0.18554], [-3.30066, 1.10174, -1.35100], [-0.60696, 1.03292, 1.44830], [-2.60574, -0.43075, 1.63627], [0.02785, 3.30751, -1.62114], [0.91398, 2.06380, -0.72556], [-2.01557, 2.51039, -2.28637], [-4.35008, -0.28750, 0.00522], [-3.95171, 1.14077, -2.22311], [-0.01263, 3.62835, -0.06618]], "forces_ev_per_angstrom": [[3.1, 0.5, -1.6], [-1.1, -0.6, 0.9], [-1.6, -2.7, -0.4], [-1.6, 0.2, 1.6], [-0.4, 0.0, 0.3], [-0.1, 0.5, -0.1], [0.4, 0.4, 0.7], [0.1, 1.1, 0.4], [-0.2, 0.7, -0.4], [0.4, -0.3, -0.5], [0.5, 0.3, -0.3], [0.2, 0.4, 0.2], [0.5, -0.2, -0.1], [-0.2, -0.4, -0.8], [0.5, 0.8, -1.2], [-0.6, -0.3, 1.8], [-0.5, -0.1, -2.1], [1.3, 0.2, -0.8], [-0.4, 0.2, -0.5], [-0.6, -0.8, 0.3], [0.4, 0.7, -0.3], [0.5, -0.2, 0.3], [-0.1, 0.4, 0.1], [-0.6, -1.2, 0.1], [-0.2, 0.8, 0.9], [-0.1, 0.0, 0.1], [-0.1, 0.3, -0.5], [-0.2, -0.4, 0.5], [0.9, -0.4, 1.2]], "charge": 1, "de_lowest_kcal_mol": 23.2, "spin_multiplicity": 2, "s2": 0.77, "homo_lumo_gap_ha": [0.330, 0.183], "largest_force_ev_per_a": 3.5}